C10H7NO as an isolated structure in a non-equilibrium geometry. Source: OMol25; level of theory: the ωB97M-V functional and the def2-TZVPD basis.

```
19
Properties=species:S:1:pos:R:3:mulliken_charge:R:1
C -2.51 -1.14 0.18 -0.199
C -1.44 -0.10 0.14 0.669
C -2.04 1.16 -0.01 -0.595
C -1.07 2.31 -0.12 -0.223
C 0.76 0.89 0.01 0.472
C 2.19 0.74 0.20 -0.557
C 2.83 -0.46 -0.22 -0.351
C 1.90 -1.60 -0.22 -0.417
C 0.59 -1.46 0.13 -0.975
C -0.01 -0.18 0.11 1.232
H -2.14 -2.26 0.90 0.166
H -3.19 1.27 0.13 0.307
H -1.31 3.36 -0.33 0.399
H 2.76 1.73 0.19 0.327
H 3.96 -0.39 -0.50 0.287
H 2.23 -2.69 -0.29 0.288
H -0.03 -2.32 0.11 0.242
N 0.20 2.15 -0.03 -0.594
O -3.68 -1.02 -0.36 -0.479
```

Results
E_LUMO   -0.815 eV
HOMO energy   -9.19 eV
Kohn-Sham gap   8.38 eV
Net charge   0
E   -515.14652 a.u.